Entry 1:
C22H33N11 | wB97M-V/def2-TZVPD

Atoms and positions in Å:
C 0.55 -0.86 6.64
C 1.22 0.44 6.48
N 1.71 1.46 6.31
H 1.18 -1.53 7.21
H 0.41 -1.18 5.61
H -0.49 -0.84 6.99
C 0.04 -0.51 -1.39
C 0.84 -1.26 -0.41
N 1.45 -1.89 0.40
H 0.54 0.35 -1.83
H -0.95 -0.17 -1.06
H -0.25 -1.15 -2.22
C -5.88 1.36 4.58
C -4.51 1.27 3.90
N -3.53 1.21 3.24
H -6.55 2.17 4.28
H -5.74 1.59 5.63
H -6.43 0.42 4.65
C -0.06 4.79 1.26
C -0.94 5.73 2.03
N -1.64 6.39 2.67
H 0.35 4.03 1.93
H 0.65 5.32 0.63
H -0.64 4.17 0.57
C 6.80 5.05 -1.98
C 5.98 3.90 -2.40
N 5.39 2.93 -2.74
H 7.62 5.14 -2.69
H 7.06 4.94 -0.93
H 6.19 5.94 -2.15
C -0.43 -7.02 1.76
C -1.77 -6.44 1.78
N -2.82 -5.94 1.89
H -0.09 -6.83 0.74
H -0.53 -8.09 1.94
H -0.06 -6.48 2.63
C -5.50 6.21 -4.63
C -4.70 5.09 -4.14
N -4.07 4.22 -3.76
H -6.55 6.12 -4.33
H -5.35 6.35 -5.70
H -5.20 7.15 -4.17
C 4.86 -5.39 -2.53
C 4.73 -5.09 -3.93
N 4.63 -4.87 -5.07
H 4.02 -5.97 -2.17
H 5.04 -4.50 -1.92
H 5.59 -6.17 -2.32
C 6.04 -5.85 4.52
C 5.03 -6.85 4.89
N 4.23 -7.58 5.20
H 6.79 -6.23 3.82
H 6.49 -5.51 5.45
H 5.52 -4.98 4.11
C 1.32 3.51 -6.64
C 0.15 3.91 -7.43
N -0.78 4.25 -8.05
H 1.05 3.48 -5.59
H 2.03 4.31 -6.88
H 1.84 2.59 -6.90
C -6.66 -0.75 -1.13
C -7.53 -1.81 -1.63
N -8.22 -2.68 -2.03
H -5.76 -1.05 -0.59
H -7.31 -0.21 -0.43
H -6.39 -0.09 -1.95

The HOMO energy comes out at -11.484 eV. The value obtained for the LUMO energy is 0.06 eV. Its SMILES is CC#N.CC#N.CC#N.CC#N.CC#N.CC#N.CC#N.CC#N.CC#N.CC#N.CC#N. The spin multiplicity is 1. The net charge is 0. As for the energy above the lowest of the compared OMol25 structures with the same formula, charge and spin: 75.8 kcal per mole.

=====

Entry 2:
C41H75Cl2F3N2O12P2Si | wB97M-V/def2-TZVPD

Atoms and positions in Å:
C 2.35 1.74 4.92
C 2.17 2.76 3.73
O 2.87 3.73 3.72
O 1.25 2.46 2.73
C -0.07 3.03 3.06
C -0.71 3.40 1.67
C -2.28 3.49 1.76
C -2.97 2.07 1.91
C -2.40 1.01 0.92
C -3.24 -0.32 0.82
N -4.46 0.14 0.14
C -2.74 -1.44 -0.20
O -2.89 -1.48 -1.39
N -2.07 -2.48 0.57
C -2.08 -2.22 2.07
C -2.35 -3.70 2.60
Cl -1.12 -4.90 1.97
C -2.49 -3.77 4.17
C -1.43 -4.71 4.88
Cl -4.12 -4.45 4.70
C -0.67 -1.60 2.47
F 0.05 -2.44 3.33
F -0.81 -0.41 3.22
C 0.31 -1.23 1.32
C 1.26 -2.38 0.80
Si 3.07 -2.29 1.44
C 4.10 -3.32 0.18
C 3.76 -0.52 1.43
C 3.16 -3.17 3.13
C 2.99 -4.62 3.15
C 3.01 -5.33 4.42
C 3.21 -4.54 5.62
C 3.42 -3.11 5.59
C 3.40 -2.39 4.33
C -3.35 -1.24 2.13
F -3.52 -0.53 3.36
C -4.79 -1.93 2.02
C -5.95 -1.01 2.62
C -6.37 -1.45 4.08
C -7.71 -2.29 3.97
O -7.61 -3.38 3.05
H 1.33 1.34 5.15
H 2.81 2.26 5.79
H 3.02 0.91 4.57
H 0.12 3.93 3.70
H -0.63 2.23 3.59
H -0.34 4.44 1.43
H -0.35 2.71 0.88
H -2.58 4.12 2.63
H -2.69 4.03 0.86
H -4.07 2.26 1.81
H -2.81 1.77 2.98
H -1.33 0.85 1.18
H -2.42 1.48 -0.10
H -4.98 -0.60 -0.33
H -5.03 0.77 0.68
H -2.62 -3.30 0.30
H -3.31 -4.11 2.18
H -2.44 -2.76 4.66
H -1.65 -5.79 4.72
H -0.38 -4.47 4.59
H -1.53 -4.49 5.97
H 0.98 -0.44 1.74
H -0.17 -0.76 0.43
H 1.33 -2.25 -0.32
H 0.92 -3.43 0.97
H 5.08 -2.83 -0.04
H 3.51 -3.36 -0.79
H 4.21 -4.38 0.51
H 4.88 -0.56 1.49
H 3.51 -0.09 0.42
H 3.30 0.15 2.19
H 2.83 -5.16 2.19
H 2.87 -6.43 4.43
H 3.20 -5.04 6.61
H 3.58 -2.54 6.54
H 3.55 -1.29 4.27
H -4.86 -2.85 2.65
H -5.02 -2.28 0.98
H -6.84 -1.23 1.97
H -5.75 0.08 2.51
H -6.65 -0.51 4.62
H -5.57 -2.01 4.62
H -8.47 -1.58 3.56
H -8.08 -2.61 4.98
H -7.49 -4.22 3.50
O 0.05 -3.93 -7.21
P 0.71 -3.01 -6.21
O -0.15 -1.62 -6.53
C -1.55 -1.67 -6.77
C -2.35 -1.47 -5.49
O 2.08 -2.68 -7.06
C 2.49 -3.48 -8.16
C 1.96 -2.90 -9.46
O 1.49 -2.24 -4.94
C 0.77 -1.69 -3.84
C 0.18 -2.77 -2.95
H -1.86 -2.59 -7.26
H -1.78 -0.85 -7.46
H -2.12 -2.26 -4.77
H -3.42 -1.50 -5.70
H -2.11 -0.51 -5.03
H 2.19 -4.52 -8.03
H 3.58 -3.46 -8.18
H 0.87 -2.81 -9.45
H 2.24 -3.54 -10.31
H 2.36 -1.90 -9.63
H 0.01 -0.99 -4.19
H 1.48 -1.10 -3.27
H -0.46 -3.44 -3.52
H -0.40 -2.32 -2.14
H 0.98 -3.38 -2.52
O 4.05 4.85 -2.28
P 2.85 5.68 -2.68
O 3.14 7.02 -1.74
C 4.46 7.54 -1.59
C 4.77 8.60 -2.63
O 1.72 4.94 -1.75
C 1.96 3.66 -1.17
C 2.52 3.80 0.23
O 1.55 6.45 -3.39
C 1.69 7.67 -4.10
C 2.41 7.49 -5.42
H 5.22 6.76 -1.62
H 4.51 7.98 -0.59
H 4.70 8.19 -3.64
H 5.78 9.00 -2.49
H 4.06 9.43 -2.56
H 2.60 3.05 -1.80
H 0.99 3.15 -1.12
H 3.44 4.38 0.24
H 2.73 2.82 0.66
H 1.81 4.32 0.88
H 2.17 8.43 -3.48
H 0.68 8.03 -4.29
H 3.39 7.03 -5.27
H 2.53 8.45 -5.92
H 1.84 6.82 -6.08

The HOMO energy comes out at -9.072 eV. The value obtained for the LUMO energy is -0.61 eV. Its SMILES is CC(=O)OCCCCC[C@@]1(N)C(=O)N[C@@]([C@@H](Cl)[C@H](C)Cl)(C(F)(F)CC[Si](C)(C)c2ccccc2)[C@]1(F)CCCCO.CCOP(=O)(OCC)OCC.CCOP(=O)(OCC)OCC. The spin multiplicity is 1. The net charge is 0.

=====

Entry 3:
C12H36InO16P4 | wB97M-V/def2-TZVPD

Atoms and positions in Å:
In 3.46 20.91 -33.51
C -0.93 19.25 -40.07
O -0.42 20.57 -39.84
P -0.41 21.12 -38.31
O 0.46 20.45 -37.33
O -0.43 22.71 -38.38
C -1.44 23.48 -39.11
O -1.97 20.75 -37.95
C -2.40 21.17 -36.73
H -0.82 18.43 -39.36
H -0.47 18.96 -41.02
H -1.99 19.45 -40.26
H -1.43 24.53 -38.83
H -2.46 23.09 -39.09
H -1.00 23.42 -40.11
H -2.37 20.32 -36.05
H -3.48 21.21 -36.90
H -2.07 22.15 -36.38
C -0.46 14.59 -35.90
O -0.99 14.82 -34.63
P -0.06 15.65 -33.58
O 0.51 16.88 -34.10
O -1.27 15.80 -32.48
C -1.44 14.83 -31.44
O 0.99 14.65 -32.81
C 1.74 13.89 -33.73
H -1.13 14.70 -36.75
H -0.11 13.56 -35.86
H 0.49 15.05 -36.19
H -0.80 13.97 -31.66
H -2.40 14.32 -31.58
H -1.27 15.20 -30.43
H 2.28 13.17 -33.12
H 2.52 14.33 -34.35
H 1.15 13.15 -34.28
C 10.49 21.09 -35.07
O 10.50 22.35 -34.56
P 9.58 22.76 -33.26
O 8.15 22.53 -33.48
O 10.18 21.74 -32.10
C 11.59 21.79 -31.90
O 10.03 24.29 -32.91
C 9.40 25.36 -33.62
H 10.41 20.47 -34.18
H 11.50 20.83 -35.37
H 9.69 20.97 -35.81
H 12.16 21.20 -32.61
H 11.59 21.28 -30.94
H 12.08 22.77 -31.85
H 8.57 25.03 -34.24
H 9.99 25.94 -34.34
H 9.18 25.99 -32.76
C -2.19 25.82 -33.77
O -2.56 25.19 -32.57
P -1.47 24.43 -31.58
O -0.51 23.48 -32.27
O -0.75 25.70 -30.78
C 0.15 25.35 -29.66
O -2.35 23.76 -30.39
C -3.17 22.72 -30.89
H -1.13 26.00 -33.95
H -2.72 26.76 -33.87
H -2.55 25.18 -34.58
H 0.36 24.29 -29.54
H -0.39 25.66 -28.76
H 1.12 25.84 -29.65
H -2.76 21.83 -31.38
H -3.99 23.28 -31.34
H -3.45 22.28 -29.93

The HOMO energy comes out at -16.438 eV. The value obtained for the LUMO energy is -15.21 eV. The spin multiplicity is 1. The net charge is +3. As for the energy above the lowest of the compared OMol25 structures with the same formula, charge and spin: 155.8 kcal per mole.

=====

Entry 4:
CH32O19 | wB97M-V/def2-TZVPD

Atoms and positions in Å:
C 7.78 -5.51 0.74
O 7.54 -6.66 1.38
O 6.89 -5.00 -0.06
O 8.90 -4.93 0.98
O 4.59 -6.24 -0.73
H 5.41 -6.28 -0.24
H 4.12 -5.64 -0.18
O 6.80 -8.43 -0.38
H 7.11 -7.63 0.05
H 6.71 -8.32 -1.29
O 10.33 -7.35 0.71
H 9.95 -8.26 0.74
H 9.54 -6.70 0.84
O 8.22 -2.60 1.72
H 7.56 -2.81 2.35
H 8.37 -3.44 1.22
O 5.13 -3.56 1.04
H 4.99 -4.12 1.79
H 5.73 -4.03 0.47
O 7.85 -2.96 -1.45
H 7.01 -2.46 -1.50
H 7.59 -3.71 -0.93
O 5.70 -4.47 -2.78
H 5.78 -4.95 -1.98
H 5.99 -5.12 -3.40
O 6.90 -8.53 3.13
H 7.11 -7.77 2.60
H 5.99 -8.67 2.95
O 9.54 -5.86 3.47
H 9.61 -5.02 3.93
H 9.20 -5.60 2.62
O 9.49 -3.33 3.97
H 9.26 -2.92 3.12
H 9.52 -2.63 4.59
O 10.19 -1.97 -0.63
H 10.54 -2.73 -0.13
H 9.33 -2.30 -0.84
O 11.22 -3.72 1.36
H 10.37 -4.12 1.25
H 11.82 -4.31 0.91
O 10.19 -4.88 -1.68
H 9.70 -4.71 -2.47
H 9.56 -4.86 -0.93
O 7.73 -6.14 -2.17
H 7.48 -5.76 -1.32
H 8.60 -6.50 -1.98
O 5.11 -6.38 1.99
H 6.04 -6.12 1.74
H 5.14 -6.48 2.93
O 6.94 -4.71 3.55
H 7.75 -4.38 3.98
H 7.40 -5.27 2.89

The HOMO energy comes out at -4.137 eV. The value obtained for the LUMO energy is 4.94 eV. The spin multiplicity is 1. The net charge is -2. As for the energy above the lowest of the compared OMol25 structures with the same formula, charge and spin: 15.2 kcal per mole.

=====

Entry 5:
C2H10O3 | wB97M-V/def2-TZVPD

Atoms and positions in Å:
C -3.14 -15.63 -23.78
C -3.20 -17.26 -23.80
O -1.93 -17.73 -24.04
H -4.20 -15.38 -23.66
H -2.64 -15.20 -24.65
H -2.56 -15.26 -22.94
H -3.83 -17.81 -24.49
H -3.54 -17.50 -22.79
H -1.43 -17.57 -23.24
O -6.17 -11.93 -25.28
H -6.47 -12.74 -24.87
H -6.44 -11.24 -24.68
O -3.35 -12.20 -24.75
H -3.73 -11.49 -25.26
H -3.78 -12.99 -25.08

The HOMO energy comes out at -9.950 eV. The value obtained for the LUMO energy is 0.60 eV. Its SMILES is CCO.O.O. The spin multiplicity is 1. The net charge is 0. As for the energy above the lowest of the compared OMol25 structures with the same formula, charge and spin: 16.9 kcal per mole.